No. 1
ORCA calculation (ωB97M-V/def2-TZVPD) on one molecule with the formula C30H33FN4O.

The calculation puts the highest occupied orbital energy at -7.67 eV. Its total charge is 0. For the gap between HOMO and LUMO, the calculation gives 8.21 eV. As for the SMILES: Cc1nc2c(-c3ccc(F)cc3)c(C)nn2c(C)c1CCC(=O)N1CCC(Cc2ccccc2)CC1. For the largest force on an atom, the calculation gives 1.10 eV/A. For the LUMO energy, the calculation gives 0.54 eV.

Cartesian coordinates (Å):
C 1.1178 2.1121 2.8720
C 1.5578 1.9868 1.4499
N 2.1494 0.8610 1.1385
C 2.6262 0.6986 -0.0905
C 3.3121 -0.3510 -0.7159
C 3.6504 -1.6264 -0.1064
C 4.7464 -2.3781 -0.5300
C 5.0477 -3.5893 0.0639
C 4.2471 -4.0470 1.0930
F 4.5361 -5.2348 1.6740
C 3.1639 -3.3181 1.5494
C 2.8720 -2.1109 0.9474
C 3.5611 0.1279 -2.0183
C 4.2129 -0.5578 -3.1651
N 3.0850 1.3591 -2.1915
N 2.5321 1.7116 -1.0375
C 1.9172 2.8842 -0.7563
C 1.8989 3.9057 -1.8461
C 1.3864 3.0419 0.5042
C 0.6136 4.2845 0.8434
C -0.8579 4.1901 0.3926
C -1.5754 3.0919 1.1603
O -2.0519 3.3371 2.2572
N -1.6154 1.8444 0.6414
C -1.2024 1.3981 -0.6673
C -2.4247 1.0096 -1.5032
C -3.2362 -0.0781 -0.7973
C -4.4977 -0.4230 -1.6042
C -5.2661 -1.5521 -0.9789
C -4.8170 -2.8609 -1.1077
C -5.5036 -3.9051 -0.5154
C -6.6523 -3.6546 0.2160
C -7.1091 -2.3551 0.3498
C -6.4191 -1.3122 -0.2432
C -3.5871 0.3992 0.6123
C -2.3250 0.8070 1.3687
H 0.0625 2.3571 2.9521
H 1.3092 1.1710 3.3793
H 1.6866 2.8980 3.3683
H 5.3878 -2.0062 -1.3116
H 5.8955 -4.1741 -0.2573
H 2.5665 -3.6988 2.3630
H 2.0401 -1.5211 1.2971
H 3.9053 -0.0723 -4.0879
H 3.9342 -1.6089 -3.1914
H 5.2977 -0.4844 -3.0900
H 0.8854 4.2186 -2.0869
H 2.3628 3.4759 -2.7301
H 2.4607 4.7886 -1.5438
H 1.0702 5.1489 0.3576
H 0.6277 4.4542 1.9192
H -1.3534 5.1248 0.6612
H -0.9318 4.0614 -0.6852
H -0.6242 2.1621 -1.1815
H -0.5556 0.5205 -0.5378
H -2.0938 0.6618 -2.4834
H -3.0518 1.8928 -1.6482
H -2.6180 -0.9794 -0.7154
H -4.1982 -0.7030 -2.6173
H -5.1314 0.4638 -1.6708
H -3.9240 -3.0628 -1.6827
H -5.1435 -4.9176 -0.6265
H -7.1904 -4.4694 0.6772
H -8.0058 -2.1523 0.9170
H -6.7822 -0.2999 -0.1359
H -4.1001 -0.3917 1.1607
H -4.2556 1.2607 0.5511
H -2.5776 1.2033 2.3530
H -1.6576 -0.0537 1.4860

Charges obtained by natural (NBO) population analysis, quoted in units of e: C -0.666; C 0.269; N -0.462; C 0.325; C -0.151; C -0.067; C -0.181; C -0.282; C 0.385; F -0.329; C -0.278; C -0.170; C 0.191; C -0.647; N -0.325; N -0.160; C 0.262; C -0.677; C -0.078; C -0.424; C -0.483; C 0.689; O -0.651; N -0.444; C -0.214; C -0.397; C -0.211; C -0.406; C -0.038; C -0.163; C -0.222; C -0.221; C -0.204; C -0.211; C -0.406; C -0.230; H 0.244; H 0.239; H 0.225; H 0.211; H 0.227; H 0.227; H 0.233; H 0.235; H 0.228; H 0.223; H 0.227; H 0.267; H 0.237; H 0.220; H 0.233; H 0.242; H 0.203; H 0.214; H 0.199; H 0.212; H 0.198; H 0.199; H 0.213; H 0.207; H 0.199; H 0.212; H 0.213; H 0.213; H 0.209; H 0.225; H 0.202; H 0.252; H 0.190

=====

No. 2
ORCA calculation (ωB97M-V/def2-TZVPD) on C30H33GeIIrN2O4PS2 as an isolated structure.

The calculation puts the highest occupied orbital energy (spin up / spin down) at -10.39 / -10.29 eV. Its energy above the lowest of the compared OMol25 structures with the same formula, charge and spin is 1.362 eV. The spin multiplicity is 2. Its total charge is +1. The expectation value of S² is 0.803. For the gap between HOMO and LUMO (spin up / spin down), the calculation gives 6.37 / 5.06 eV. For the largest force on an atom, the calculation gives 0.55 eV/A. For the LUMO energy (spin up / spin down), the calculation gives -4.02 / -5.23 eV.

Cartesian coordinates (Å):
Ir 0.7293 1.3752 -0.9706
C 4.2544 -0.1973 1.5519
C 3.1243 0.4417 2.2898
N 3.2707 0.7283 3.5579
C 2.2423 1.2751 4.2250
C 1.0035 1.5416 3.6901
C -0.0118 2.2699 4.5258
O -1.2491 1.5563 4.5546
C 0.7964 1.2300 2.3263
C -0.5392 1.3655 1.7155
N -0.6930 1.8048 0.3913
C -1.9140 2.4398 0.0515
C -3.0060 2.5480 0.9316
C -4.1606 3.2130 0.5761
C -4.2914 3.8136 -0.6678
C -3.2419 3.7333 -1.5618
C -2.0867 3.0534 -1.2068
I -0.5391 2.9855 -2.5911
C 1.8968 0.7077 1.6109
O 1.8395 0.3909 0.3412
H 5.0560 -0.4209 2.2504
H 4.6290 0.4682 0.7706
H 3.9223 -1.1136 1.0629
H 2.4481 1.5329 5.2582
H -0.1738 3.2766 4.1206
H 0.3901 2.3803 5.5349
H -1.7475 1.8335 5.3293
H -1.2375 1.8144 2.4085
H -2.9818 2.0973 1.9097
H -4.9758 3.2575 1.2860
H -5.1969 4.3376 -0.9375
H -3.3196 4.1906 -2.5392
C -0.7093 0.6823 -6.1831
C 0.4426 -0.1683 -5.7118
O 1.2663 0.6273 -4.8121
P 1.7789 0.0323 -3.4493
S 2.6752 1.4651 -2.4101
S 0.2533 -0.5308 -2.2385
O 2.6550 -1.1910 -3.9135
C 3.0654 -2.2919 -3.0563
C 3.7953 -1.8465 -1.8132
H -1.2810 0.1400 -6.9358
H -0.3435 1.6057 -6.6304
H -1.3741 0.9270 -5.3548
H 1.0910 -0.4813 -6.5282
H 0.0909 -1.0592 -5.1854
H 3.6982 -2.8944 -3.7033
H 2.1675 -2.8635 -2.8150
H 4.6438 -1.2085 -2.0591
H 4.1724 -2.7351 -1.3049
H 3.1411 -1.3114 -1.1237
Ge -1.1972 -0.7269 1.8849
C 0.3902 -1.8269 1.9468
C 0.9906 -2.4419 0.8497
C 2.1410 -3.1992 1.0123
C 2.7121 -3.3386 2.2691
C 2.1248 -2.7296 3.3692
C 0.9672 -1.9851 3.2088
C -2.5615 -1.0722 0.5505
C -2.3291 -1.7959 -0.6181
C -3.3609 -2.0671 -1.5036
C -4.6476 -1.6315 -1.2245
C -4.9044 -0.9458 -0.0460
C -3.8703 -0.6783 0.8361
H -1.8320 -0.6624 3.2727
H 0.5849 -2.3155 -0.1467
H 2.5952 -3.6797 0.1551
H 3.6116 -3.9271 2.3931
H 2.5670 -2.8349 4.3508
H 0.5162 -1.5139 4.0751
H -1.3384 -2.1686 -0.8447
H -3.1620 -2.6296 -2.4062
H -5.4546 -1.8486 -1.9116
H -5.9121 -0.6311 0.1913
H -4.0965 -0.1780 1.7686

Charges obtained by Mulliken population analysis, quoted in units of e: Ir 2.114; C -0.881; C 0.694; N -0.612; C -1.243; C 0.779; C -0.816; O -0.454; C -0.486; C -0.244; N -0.308; C 0.650; C -0.284; C -0.977; C -0.713; C -0.698; C 0.522; I 0.165; C 0.286; O -1.646; H 0.349; H 0.333; H -0.042; H 0.352; H 0.282; H 0.524; H 0.305; H 0.951; H 0.511; H 0.414; H 0.416; H 0.403; C -1.129; C -0.136; O -0.227; P 0.391; S -0.362; S -0.330; O -0.355; C -0.418; C -0.653; H 0.409; H 0.294; H 0.191; H 0.324; H 0.327; H 0.335; H 0.227; H 0.371; H 0.487; H -0.049; Ge 0.604; C 0.392; C 0.611; C -0.813; C -0.778; C -0.683; C -0.583; C 0.067; C -0.048; C -0.948; C -0.509; C -0.698; C -0.198; H -0.138; H 0.139; H 0.729; H 0.405; H 0.421; H 0.400; H 0.551; H 0.468; H 0.409; H 0.445; H 0.409

=====

No. 3
ORCA calculation (ωB97M-V/def2-TZVPD) on C30H33IN3O4SSc as an isolated structure.

The calculation puts the highest occupied orbital energy at -13.78 eV. Its energy above the lowest of the compared OMol25 structures with the same formula, charge and spin is 0.000 eV. Its total charge is +2. For the gap between HOMO and LUMO, the calculation gives 8.01 eV. For the largest force on an atom, the calculation gives 1.08 eV/A. For the LUMO energy, the calculation gives -5.76 eV.

Cartesian coordinates (Å):
Sc -0.0690 -0.1735 -0.1968
C -1.9572 1.9507 -3.7800
C -2.4535 2.4070 -2.4363
N -3.5059 3.2023 -2.3948
C -3.9252 3.6939 -1.2187
C -3.2962 3.4451 -0.0217
C -3.8294 4.0523 1.2530
O -2.8391 4.7806 1.9688
C -2.1865 2.5797 -0.0451
C -1.4588 2.3320 1.1970
N -0.6677 1.3474 1.4704
C -0.2274 1.2832 2.8370
C -1.0543 1.6991 3.8810
C -0.6296 1.6550 5.1973
C 0.6308 1.1693 5.5160
C 1.4568 0.7039 4.5049
C 1.0124 0.7601 3.1945
I 2.3040 -0.0011 1.7274
C -1.7893 2.0327 -1.2539
O -0.7457 1.1852 -1.2995
H -2.3661 2.6046 -4.5454
H -2.2755 0.9308 -4.0070
H -0.8687 1.9684 -3.8238
H -4.8042 4.3276 -1.2560
H -4.1821 3.2679 1.9231
H -4.6913 4.6758 1.0159
H -2.8028 5.6845 1.6390
H -1.6322 3.0822 1.9652
H -2.0578 2.0449 3.6664
H -1.2961 1.9925 5.9794
H 0.9677 1.1353 6.5435
H 2.4349 0.3036 4.7364
O -0.6832 -1.5932 1.5009
C -1.2963 -2.9072 1.3205
C -0.2839 -3.9120 0.8122
C 0.5110 -3.4259 -0.4109
C -0.3970 -3.0341 -1.5418
C -0.6719 -3.8960 -2.5875
C -1.5918 -3.5284 -3.5564
C -2.2327 -2.3035 -3.4478
C -1.9012 -1.4853 -2.3919
N -0.9953 -1.8280 -1.4581
H -0.2023 -1.5962 2.3398
H -2.1125 -2.7627 0.6218
H -1.7209 -3.2157 2.2727
H -0.8340 -4.8204 0.5516
H 0.4160 -4.1849 1.6050
H 1.1853 -4.2169 -0.7337
H 1.1535 -2.5846 -0.1332
H -0.1684 -4.8527 -2.6323
H -1.8117 -4.1935 -4.3815
H -2.9727 -1.9826 -4.1679
H -2.3744 -0.5208 -2.2742
C 6.4008 -0.9952 -5.9543
C 5.2596 -0.5520 -5.0788
C 5.1237 -1.0330 -3.7759
C 4.0726 -0.6335 -2.9671
C 3.1417 0.2533 -3.4850
C 3.2313 0.7358 -4.7862
C 4.3014 0.3378 -5.5684
S 1.8063 0.8684 -2.5262
C 2.6467 2.1508 -1.6140
O 1.5367 -0.2260 -1.4478
H 7.1568 -1.5341 -5.3859
H 6.8757 -0.1414 -6.4379
H 6.0382 -1.6554 -6.7442
H 5.8583 -1.7287 -3.3884
H 3.9752 -1.0124 -1.9570
H 2.4783 1.4087 -5.1832
H 4.3888 0.7133 -6.5809
H 3.4889 1.7016 -1.0897
H 1.9352 2.6044 -0.9247
H 2.9935 2.8881 -2.3384

Charges obtained by Mulliken population analysis, quoted in units of e: Sc 0.288; C -1.068; C 0.779; N -0.637; C -1.003; C 0.868; C -0.998; O -0.527; C -0.288; C -0.761; N 0.348; C -0.026; C -0.277; C -0.889; C -0.677; C -0.682; C 0.204; I 0.267; C 0.261; O 0.220; H 0.443; H 0.185; H 0.189; H 0.390; H 0.300; H 0.463; H 0.312; H 1.454; H 0.566; H 0.436; H 0.417; H 0.453; O -0.216; C -0.754; C -0.634; C -0.600; C 0.755; C -0.809; C -0.556; C -0.802; C -0.601; N 0.624; H 0.237; H 0.354; H 0.479; H 0.413; H 0.385; H 0.656; H -0.183; H 0.538; H 0.463; H 0.512; H 0.563; C -1.446; C 0.833; C -0.717; C -0.647; C 0.514; C -0.474; C -0.764; S 0.607; C -0.895; O -0.508; H 0.361; H 0.378; H 0.327; H 0.353; H 0.345; H 0.440; H 0.415; H 0.323; H 0.267; H 0.451